Entry 1:
Formula: C52H44N6O4S4SbV
Source: OMol25
Level of theory: the ωB97M-V functional and the def2-TZVPD basis

Structure (XYZ):
```
112
Properties=species:S:1:pos:R:3:lowdin_charge:R:1
V -0.03874 0.18485 0.27874 0.55
C -1.29761 1.33366 -9.54443 -0.10
O -1.47286 0.17757 -8.75301 -0.09
C -1.21660 0.29074 -7.41392 -0.29
C -0.79273 1.45781 -6.79223 -0.02
C -0.55939 1.45858 -5.41940 -0.02
C -0.74115 0.31957 -4.64635 -0.21
C -1.16371 -0.84288 -5.29519 -0.02
C -1.40062 -0.86233 -6.65704 0.00
C -0.47253 0.34442 -3.17843 -0.07
C -1.28652 1.17520 -2.39320 -0.25
C -2.43181 1.90210 -2.88705 -0.01
C -2.95327 2.57675 -1.83463 0.00
C -2.13238 2.26826 -0.68937 -0.23
N -1.13877 1.40846 -1.05795 0.01
C -2.34658 2.77460 0.59869 -0.06
C -1.59200 2.45363 1.72768 -0.24
C -1.75608 3.06128 3.02743 -0.01
C -0.84716 2.48880 3.84580 0.00
C -0.11387 1.52756 3.05185 -0.23
C 0.94674 0.74535 3.52883 -0.07
C 1.18729 0.77719 5.00064 -0.21
C 0.21882 0.27237 5.87383 -0.01
C 0.41005 0.29825 7.24202 0.00
C 1.57999 0.83332 7.77395 -0.29
O 1.68055 0.81684 9.13861 -0.09
C 2.85207 1.36030 9.70641 -0.10
C 2.55283 1.34201 6.92413 -0.02
C 2.34515 1.30950 5.54658 -0.03
C 1.78438 -0.05687 2.74484 -0.26
N 1.68997 -0.23327 1.39320 -0.01
C 2.68971 -1.08811 1.02530 -0.23
C 2.93379 -1.56037 -0.27096 -0.06
C 4.15436 -2.39071 -0.48093 -0.20
C 5.41833 -1.88183 -0.21429 -0.03
C 6.56883 -2.64301 -0.40426 -0.02
C 6.45525 -3.94437 -0.87423 -0.29
O 7.51686 -4.77965 -1.09309 -0.09
C 8.80347 -4.27962 -0.80217 -0.10
C 5.19676 -4.46912 -1.15232 0.01
C 4.06442 -3.70127 -0.95929 -0.03
C 2.14786 -1.27230 -1.39509 -0.22
C 2.50561 -1.61895 -2.75101 0.00
C 1.55563 -1.09499 -3.55950 -0.01
C 0.60718 -0.41284 -2.70986 -0.25
N 0.98696 -0.55308 -1.40320 0.04
C 3.43854 -1.48009 2.19794 0.00
C 2.87612 -0.85175 3.25615 0.00
N -0.58394 1.53783 1.77658 0.04
C -3.47618 3.73237 0.78164 -0.21
C -4.59743 3.36548 1.53112 -0.02
C -5.65075 4.24388 1.70108 0.01
C -5.60811 5.51136 1.12671 -0.29
O -6.69959 6.30841 1.34812 -0.09
C -6.68742 7.59517 0.77095 -0.10
C -4.50006 5.89467 0.38315 -0.02
C -3.44541 4.99875 0.21873 -0.03
H -1.55257 1.04806 -10.56168 0.09
H -0.26276 1.68540 -9.51902 0.09
H -1.95660 2.14442 -9.22232 0.09
H -0.63320 2.36648 -7.35410 0.10
H -0.22168 2.36894 -4.93886 0.13
H -1.31231 -1.74295 -4.71427 0.10
H -1.73311 -1.76360 -7.15668 0.12
H -2.79793 1.88388 -3.90102 0.11
H -3.82651 3.20865 -1.82577 0.11
H -2.47209 3.82905 3.27169 0.11
H -0.67356 2.70236 4.88799 0.11
H -0.69560 -0.13808 5.46050 0.13
H -0.33803 -0.09297 7.91995 0.12
H 2.74580 1.25787 10.78338 0.09
H 2.96627 2.41876 9.45657 0.09
H 3.74518 0.81967 9.38110 0.09
H 3.46699 1.76993 7.30958 0.10
H 3.10259 1.71406 4.88588 0.12
H 5.51024 -0.86405 0.14542 0.12
H 7.53257 -2.20555 -0.18793 0.10
H 9.50105 -5.08188 -1.02952 0.09
H 8.90016 -4.00782 0.25256 0.09
H 9.04598 -3.40860 -1.41725 0.09
H 5.12572 -5.48891 -1.50873 0.12
H 3.08533 -4.11914 -1.16131 0.05
H 3.38899 -2.16082 -3.04519 0.11
H 1.52105 -1.12899 -4.63663 0.11
H 4.26213 -2.17434 2.20898 0.11
H 3.15883 -0.93248 4.29303 0.11
H -4.63034 2.37612 1.97572 0.05
H -6.52365 3.96279 2.27680 0.12
H -7.62758 8.06421 1.04982 0.09
H -6.61971 7.54679 -0.31959 0.09
H -5.85870 8.19972 1.15009 0.09
H -4.43670 6.87405 -0.06817 0.10
H -2.58002 5.29850 -0.36054 0.12
S -3.99099 -0.07856 3.12073 -0.29
Sb -3.31631 -1.95294 2.06946 0.33
S -2.03144 -1.42817 -0.02472 0.00
S -0.87423 -1.82437 1.75422 -0.01
C -0.77993 -3.78785 -2.76436 -0.07
N -1.48321 -4.57533 -1.77975 -0.16
C -2.93253 -4.46183 -1.66748 -0.15
C -3.22378 -5.27123 -0.40555 -0.16
N -1.94141 -5.19084 0.27323 0.01
C -0.93232 -4.90695 -0.58231 -0.88
S 0.68700 -5.01880 -0.20933 0.61
H -1.11096 -4.07148 -3.76544 0.09
H 0.28674 -3.97520 -2.66316 0.05
H -0.96123 -2.71987 -2.60191 0.06
H -3.42764 -4.86021 -2.55298 0.12
H -3.21176 -3.41303 -1.53318 0.07
H -3.47625 -6.30849 -0.65098 0.11
H -4.02599 -4.83740 0.18876 0.09
H -1.72425 -5.67645 1.12601 0.13
```

The calculation puts the energy at -5414.6637 Eh. The net charge is -1. Its multiplicity is 4.

---

Entry 2:
Formula: C52H45AsClIMoN5O3PS
Source: OMol25
Level of theory: the ωB97M-V functional and the def2-TZVPD basis

Structure (XYZ):
```
111
Properties=species:S:1:pos:R:3:lowdin_charge:R:1
Mo -1.62025 0.16335 1.05882 1.62
C -3.57413 -1.18162 5.43961 -0.02
C -2.64588 -1.39987 4.28262 -0.25
C -1.53137 -0.58878 4.10342 -0.02
C -0.60003 -0.83073 3.08529 -0.19
C -0.81307 -1.90075 2.19523 -0.19
C -1.93252 -2.72667 2.38448 -0.05
C -2.82391 -2.47896 3.40917 -0.01
H -3.16076 -1.66619 6.32732 0.11
H -4.55387 -1.62061 5.25663 0.09
H -3.69086 -0.12321 5.67084 0.08
H -1.33912 0.21092 4.80835 0.12
H 0.37756 -0.37075 3.16593 0.10
H -0.00343 -2.27723 1.58066 0.11
H -2.07247 -3.58097 1.73208 0.13
H -3.67231 -3.13903 3.54885 0.13
Cl -5.59784 5.70642 0.36267 0.78
C -4.48214 4.52985 0.92789 -0.59
C -4.06909 4.55352 2.23685 -0.13
C -3.16447 3.59900 2.72401 -0.62
I -2.50400 3.60327 4.70652 1.00
C -2.68607 2.60973 1.89342 -0.43
O -1.84196 1.64087 2.23265 -0.31
C -3.10959 2.58610 0.54608 -0.16
N -2.58576 1.55735 -0.18842 -0.04
C -2.91531 1.49034 -1.47513 -0.07
C -3.77218 2.41379 -2.07453 0.01
C -4.32606 3.43190 -1.33626 0.04
C -4.00101 3.54064 0.03066 -0.15
H -4.45077 5.31739 2.90041 0.11
H -2.51690 0.66183 -2.04627 0.10
H -3.99423 2.30836 -3.12685 0.13
H -5.00664 4.14442 -1.78252 0.11
N -2.93508 -7.41582 -5.06707 0.12
C -2.69807 -6.46748 -4.11856 -0.31
C -3.73938 -5.66096 -3.63143 -0.02
C -3.49288 -4.68416 -2.69084 -0.02
C -2.20740 -4.50130 -2.20025 -0.35
C -1.16314 -5.28458 -2.67337 -0.02
C -1.40269 -6.26113 -3.61629 -0.02
S -1.60920 -2.00520 -1.78440 0.93
O -1.95285 -3.52430 -1.22565 -0.31
O -2.53284 -1.64341 -2.83100 -0.39
N -2.13997 -1.23793 -0.32909 -0.32
C -3.44968 -1.31186 0.07874 -0.49
N -3.61410 -0.53245 1.18754 -0.02
C -4.82891 -0.44747 1.72720 -0.07
C -5.88420 -1.15588 1.19386 0.00
C -5.61644 -1.93756 0.07365 -0.05
N -4.41231 -2.01284 -0.48612 0.18
H -3.86499 -7.60270 -5.38692 0.10
H -2.20075 -8.02542 -5.37066 0.10
H -4.74311 -5.81381 -4.00833 0.12
H -4.28125 -4.04390 -2.32278 0.10
H -0.16246 -5.12526 -2.28957 0.12
H -0.59100 -6.87663 -3.98297 0.12
H -4.93902 0.19235 2.59560 0.14
H -6.86874 -1.10557 1.63352 0.12
H -6.39362 -2.52071 -0.40758 0.13
C 1.52611 0.38174 -1.18949 -0.38
C 2.72671 1.26958 -1.49527 -0.45
As 4.00484 0.50539 -2.81154 1.31
C 4.67216 -0.94406 -1.66996 -0.43
C 5.27431 -0.67750 -0.44228 -0.12
C 5.80255 -1.71131 0.31525 -0.09
C 5.73191 -3.01970 -0.14623 -0.08
C 5.12052 -3.29407 -1.36017 -0.08
C 4.59488 -2.25757 -2.12088 -0.13
C 5.45063 1.77300 -2.44892 -0.43
C 6.75124 1.35785 -2.72949 -0.12
C 7.82845 2.18749 -2.46639 -0.07
C 7.61783 3.45151 -1.93193 -0.08
C 6.32672 3.87936 -1.66518 -0.08
C 5.24646 3.04841 -1.93131 -0.12
P 0.61993 0.97624 0.32268 1.01
C 0.27211 2.73051 -0.05382 -0.36
C 0.12754 3.65418 0.98194 -0.11
C -0.24296 4.96435 0.71426 -0.05
C -0.49662 5.36226 -0.58874 -0.05
C -0.38373 4.44190 -1.62385 -0.05
C -0.00874 3.13463 -1.36088 -0.11
C 1.97185 0.88215 1.54824 -0.37
C 2.59144 1.95186 2.18335 -0.07
C 3.63866 1.71901 3.06529 -0.05
C 4.05734 0.42580 3.33753 -0.05
C 3.44660 -0.64825 2.70250 -0.06
C 2.41735 -0.41861 1.80798 -0.14
H 1.84523 -0.64282 -0.98391 0.07
H 0.82672 0.33600 -2.02690 0.07
H 3.30607 1.45151 -0.59096 0.05
H 2.40422 2.23175 -1.88581 0.05
H 5.35497 0.34452 -0.08506 0.11
H 6.28570 -1.49281 1.26002 0.11
H 6.17080 -3.82196 0.43292 0.11
H 5.06703 -4.31204 -1.72370 0.11
H 4.13523 -2.46640 -3.08039 0.09
H 6.91911 0.37206 -3.14925 0.10
H 8.83396 1.85107 -2.68248 0.11
H 8.45624 4.10762 -1.73915 0.11
H 6.15662 4.86560 -1.25200 0.10
H 4.24555 3.41292 -1.73337 0.09
H 0.30628 3.35082 2.00667 0.10
H -0.33190 5.67738 1.52430 0.12
H -0.77458 6.38624 -0.80105 0.12
H -0.57760 4.74633 -2.64444 0.12
H 0.06421 2.43524 -2.18465 0.11
H 2.28869 2.97037 1.98220 0.10
H 4.13148 2.55648 3.54098 0.12
H 4.86338 0.25237 4.03802 0.12
H 3.77603 -1.65931 2.90117 0.12
H 1.96501 -1.25686 1.28642 0.10
```

The calculation puts the energy at -6308.9889 Eh. The net charge is +2. Its multiplicity is 3.